Record 1
Here is a molecular structure, C45H30CaI2N9O3S from the OMol25 dataset. Energies are from wB97M-V/def2-TZVPD.

Computed properties:
lowest unoccupied orbital energy = 1.52 eV
frontier orbital gap = 6.5 eV
strongest force on any atom = 0.7 eV Å⁻¹
relative energy (zero: lowest compared OMol25 entry of this formula, charge and spin) = 10.3 kcal/mol

ORCA input file:
```
! wB97M-V def2-TZVPD RIJCOSX def2/J DEFGRID3
* xyz -1 1
Ca -0.008 -0.771 0.212
O -4.191 1.637 5.511
C -3.566 0.561 5.527
O -3.692 -0.437 6.261
C -2.497 0.415 4.417
C -1.700 -0.717 4.343
C -0.777 -0.833 3.316
N -0.614 0.120 2.390
C -1.349 1.232 2.477
C -2.304 1.407 3.469
C -1.058 2.292 1.457
C -1.871 3.414 1.330
C -1.559 4.365 0.374
C -0.431 4.182 -0.408
C 0.317 3.034 -0.210
N 0.016 2.100 0.684
C 0.083 -2.058 3.173
C -0.150 -3.196 3.943
C 0.659 -4.303 3.764
C 1.687 -4.245 2.835
C 1.836 -3.079 2.107
N 1.056 -2.011 2.257
H -1.846 -1.467 5.107
H -2.912 2.295 3.562
H -2.750 3.526 1.946
H -2.194 5.230 0.236
H -0.150 4.888 -1.176
H 1.194 2.840 -0.819
H -0.967 -3.223 4.647
H 0.479 -5.207 4.332
H 2.337 -5.087 2.645
H 2.593 -3.006 1.333
I 2.307 -5.137 -1.737
C 0.565 -5.083 -0.620
C 0.029 -6.283 -0.116
C -1.080 -6.288 0.680
I -1.783 -8.109 1.400
C -1.727 -5.060 1.012
C -2.885 -4.950 1.815
C -3.430 -3.725 2.066
C -2.804 -2.585 1.528
N -1.718 -2.646 0.802
C -1.178 -3.863 0.518
C 0.020 -3.844 -0.314
O 0.504 -2.728 -0.705
H 0.517 -7.215 -0.366
H -3.334 -5.845 2.225
H -4.313 -3.612 2.679
H -3.205 -1.594 1.722
S -2.365 0.224 -0.884
C -1.606 1.179 -2.110
N -2.101 2.226 -2.692
N -3.285 2.647 -2.223
C -3.862 3.796 -2.731
C -3.291 4.502 -3.791
C -3.904 5.658 -4.247
C -5.078 6.131 -3.676
C -5.640 5.422 -2.622
C -5.042 4.268 -2.148
N -0.295 0.964 -2.658
N 0.459 0.190 -2.048
C 1.739 0.020 -2.725
C 2.121 0.795 -3.813
C 3.353 0.568 -4.405
C 4.191 -0.436 -3.931
C 3.788 -1.220 -2.861
C 2.560 -0.990 -2.252
H -3.733 2.097 -1.497
H -2.380 4.138 -4.240
H -3.450 6.197 -5.070
H -5.545 7.034 -4.044
H -6.554 5.770 -2.157
H -5.481 3.725 -1.319
H 1.452 1.562 -4.179
H 3.655 1.172 -5.251
H 5.149 -0.613 -4.404
H 4.417 -2.023 -2.498
H 2.228 -1.653 -1.465
N 2.569 0.424 0.997
C 3.633 0.540 0.579
C 4.941 0.738 0.013
C 5.051 1.490 -1.153
C 6.297 1.669 -1.727
C 7.420 1.098 -1.142
C 7.302 0.345 0.018
C 6.060 0.160 0.602
H 4.161 1.904 -1.610
H 6.389 2.245 -2.638
H 8.392 1.237 -1.597
H 8.179 -0.102 0.469
H 5.950 -0.427 1.504
*
```



Record 2
Here is a molecular structure, C45H30CoGeN8 from the OMol25 dataset. Energies are from wB97M-V/def2-TZVPD.

Computed properties:
lowest unoccupied orbital energy (spin up / spin down) = -4.27 / -5.00 eV
frontier orbital gap (spin up / spin down) = 5.0 / 6.3 eV
strongest force on any atom = 0.6 eV Å⁻¹
relative energy (zero: lowest compared OMol25 entry of this formula, charge and spin) = 23.1 kcal/mol

ORCA input file:
```
! wB97M-V def2-TZVPD RIJCOSX def2/J DEFGRID3
* xyz 1 5
Co 0.300 -0.639 0.683
C -5.242 -1.223 3.919
C -4.958 0.056 4.410
C -3.803 0.729 4.039
C -2.947 0.090 3.157
C -1.678 0.503 2.571
N -1.045 1.655 2.790
C 0.193 1.809 2.371
C 0.892 3.080 2.586
C 0.458 4.281 3.117
C 1.391 5.308 3.196
C 2.708 5.122 2.774
C 3.138 3.907 2.258
C 2.198 2.895 2.166
C 2.300 1.507 1.718
N 3.462 0.992 1.450
C 3.871 -0.199 1.106
N 3.180 -1.354 0.671
C 4.028 -2.310 0.216
N 3.367 -3.259 -0.417
C 2.084 -2.849 -0.349
N 1.916 -1.695 0.310
C -0.778 -2.490 0.326
N -1.864 -2.558 0.991
C -2.160 -1.508 1.765
N -1.259 -0.468 1.752
C -3.232 -1.199 2.660
C -4.390 -1.869 3.040
C -0.354 -3.389 -0.725
C -1.328 -4.110 -1.425
C -0.955 -5.019 -2.397
C 0.391 -5.223 -2.673
C 1.365 -4.518 -1.986
C 1.005 -3.586 -1.017
C 5.383 -1.883 0.480
C 6.614 -2.483 0.287
C 7.742 -1.758 0.644
C 7.634 -0.471 1.176
C 6.402 0.131 1.370
C 5.267 -0.587 1.015
N 1.038 0.903 1.775
H -6.151 -1.717 4.235
H -5.652 0.527 5.094
H -3.574 1.717 4.415
H -0.561 4.407 3.455
H 1.095 6.268 3.598
H 3.407 5.943 2.854
H 4.160 3.754 1.939
H -4.618 -2.855 2.660
H -2.367 -3.949 -1.174
H -1.710 -5.577 -2.934
H 0.686 -5.939 -3.429
H 2.413 -4.679 -2.191
H 6.691 -3.480 -0.126
H 8.721 -2.196 0.508
H 8.534 0.066 1.442
H 6.315 1.127 1.781
Ge -1.032 1.336 -1.681
C -1.382 2.191 -3.391
C -2.071 1.528 -4.405
C -2.272 2.136 -5.636
C -1.791 3.418 -5.863
C -1.111 4.092 -4.859
C -0.907 3.480 -3.630
C -2.579 0.250 -1.194
C -3.522 0.719 -0.279
C -4.701 0.023 -0.059
C -4.955 -1.151 -0.756
C -4.028 -1.629 -1.671
C -2.849 -0.929 -1.887
H -0.749 2.402 -0.607
H -2.470 0.535 -4.232
H -2.811 1.612 -6.414
H -1.953 3.894 -6.821
H -0.743 5.095 -5.031
H -0.380 4.020 -2.850
H -3.337 1.640 0.265
H -5.423 0.394 0.659
H -5.879 -1.691 -0.588
H -4.233 -2.539 -2.220
H -2.128 -1.314 -2.604
C 0.631 0.283 -1.950
H 1.100 0.936 -2.690
H 0.500 -0.702 -2.400
H 1.352 0.234 -1.132
*
```



Record 3
Here is a molecular structure, C45H31BiBr2Cl2NO2PS3 at a distorted geometry from the OMol25 dataset. Energies are from wB97M-V/def2-TZVPD.

Computed properties:
lowest unoccupied orbital energy = -0.16 eV
frontier orbital gap = 7.2 eV
strongest force on any atom = 1.1 eV Å⁻¹
relative energy (zero: lowest compared OMol25 entry of this formula, charge and spin) = 8.1 kcal/mol

ORCA input file:
```
! wB97M-V def2-TZVPD RIJCOSX def2/J DEFGRID3
* xyz 0 1
Bi -0.267 -0.084 0.074
Br 5.024 0.682 0.350
C 3.865 0.312 1.794
C 4.363 0.220 3.084
C 3.525 -0.080 4.132
Br 4.261 -0.314 5.873
C 2.149 -0.275 3.925
C 1.210 -0.609 4.921
C -0.100 -0.828 4.590
C -0.503 -0.663 3.260
N 0.350 -0.315 2.330
C 1.654 -0.152 2.598
C 2.517 0.100 1.481
O 2.072 0.094 0.286
H 5.418 0.365 3.256
H 1.539 -0.692 5.947
H -0.826 -1.099 5.337
H -1.523 -0.805 2.938
C 1.531 -0.909 -7.040
C 0.190 -1.089 -6.746
C -0.304 -0.762 -5.495
C 0.550 -0.238 -4.531
C 1.901 -0.071 -4.827
C 2.388 -0.397 -6.078
P 0.077 0.116 -2.794
C -1.666 -0.462 -2.759
C -1.817 -1.789 -2.358
C -3.071 -2.342 -2.212
C -4.192 -1.561 -2.441
C -4.052 -0.244 -2.847
C -2.792 0.306 -3.024
C -0.090 1.938 -2.780
C -0.256 2.590 -3.982
C -0.254 3.986 -4.054
C -0.012 4.718 -2.927
C 0.168 4.091 -1.675
C 0.411 4.863 -0.518
C 0.542 4.269 0.703
C 0.381 2.880 0.816
C 0.134 2.092 -0.276
C 0.081 2.671 -1.568
H 1.912 -1.176 -8.015
H -0.476 -1.494 -7.495
H -1.352 -0.913 -5.270
H 2.562 0.314 -4.062
H 3.436 -0.266 -6.300
H -0.926 -2.375 -2.172
H -3.177 -3.372 -1.908
H -5.177 -1.979 -2.309
H -4.931 0.359 -3.019
H -2.686 1.324 -3.377
H -0.389 2.016 -4.889
H -0.422 4.474 -5.002
H 0.049 5.796 -2.977
H 0.480 5.938 -0.618
H 0.729 4.859 1.589
H 0.426 2.440 1.802
O -2.266 0.264 0.872
C -3.115 1.275 1.324
C -4.493 0.835 0.874
C -5.581 1.532 0.454
C -6.641 0.685 0.054
C -6.331 -0.630 0.173
S -4.734 -0.867 0.767
C -3.057 1.322 2.835
C -3.866 0.692 3.727
C -3.451 0.842 5.069
C -2.314 1.569 5.184
S -1.735 2.095 3.649
C -2.921 2.653 0.742
C -2.812 2.973 -0.575
C -2.866 4.364 -0.818
C -3.045 5.081 0.318
S -3.135 4.074 1.707
H -5.635 2.606 0.413
H -7.584 1.051 -0.307
H -6.935 -1.481 -0.061
H -4.738 0.133 3.443
H -3.978 0.409 5.899
H -1.777 1.851 6.068
H -2.707 2.218 -1.330
H -2.790 4.810 -1.792
H -3.118 6.143 0.434
Cl 0.773 -3.566 0.519
C 0.074 -5.151 0.094
Cl -1.632 -5.230 0.552
H 0.616 -5.924 0.635
H 0.149 -5.283 -0.984
*
```



Record 4
Here is a molecular structure, C45H33Cl6CoF5N2P2S from the OMol25 dataset. Energies are from wB97M-V/def2-TZVPD.

Computed properties:
lowest unoccupied orbital energy (spin up / spin down) = -4.19 / -4.20 eV
frontier orbital gap (spin up / spin down) = 6.8 / 6.8 eV
strongest force on any atom = 0.9 eV Å⁻¹
relative energy (zero: lowest compared OMol25 entry of this formula, charge and spin) = 0.4 kcal/mol

ORCA input file:
```
! wB97M-V def2-TZVPD RIJCOSX def2/J DEFGRID3
* xyz 1 1
Co 1.246 0.429 -1.122
C -2.102 -3.025 4.590
S -3.149 -3.018 3.118
C -3.681 -1.277 3.071
C -3.036 -0.471 1.944
C -1.527 -0.374 2.155
N -0.706 0.011 0.986
P -0.269 1.506 0.273
C -1.879 2.263 -0.183
C -2.272 2.449 -1.503
C -3.528 2.950 -1.814
C -4.411 3.294 -0.804
C -4.024 3.138 0.518
C -2.772 2.630 0.824
C 0.422 2.624 1.542
C 1.603 3.317 1.260
C 2.149 4.198 2.177
C 1.532 4.398 3.403
C 0.376 3.699 3.710
C -0.177 2.819 2.789
P -0.176 -1.156 -0.117
C 0.581 -2.479 0.862
C 0.984 -2.264 2.180
C 1.609 -3.274 2.894
C 1.853 -4.501 2.296
C 1.474 -4.718 0.979
C 0.837 -3.716 0.264
C -1.623 -1.870 -0.904
C -2.209 -3.068 -0.506
C -3.417 -3.459 -1.066
C -4.040 -2.660 -2.015
C -3.461 -1.460 -2.411
C -2.254 -1.067 -1.859
H -1.765 -4.050 4.728
H -2.670 -2.722 5.467
H -1.229 -2.383 4.471
H -3.470 -0.838 4.048
H -4.763 -1.276 2.947
H -3.515 0.503 1.884
H -3.231 -0.974 0.995
H -1.207 -1.384 2.412
H -1.272 0.259 3.007
H -1.594 2.215 -2.298
H -3.801 3.081 -2.852
H -5.388 3.693 -1.043
H -4.693 3.420 1.320
H -2.512 2.545 1.867
H 2.114 3.148 0.322
H 3.060 4.727 1.931
H 1.955 5.090 4.119
H -0.107 3.838 4.668
H -1.071 2.292 3.075
H 0.843 -1.294 2.640
H 1.913 -3.098 3.918
H 2.345 -5.287 2.854
H 1.674 -5.670 0.504
H 0.540 -3.901 -0.758
H -1.755 -3.680 0.260
H -3.875 -4.386 -0.750
H -4.981 -2.973 -2.447
H -3.945 -0.835 -3.150
H -1.806 -0.130 -2.165
Cl 0.529 3.808 -1.662
C 1.967 3.137 -2.376
C 2.336 1.813 -2.130
C 3.490 1.415 -2.805
Cl 4.069 -0.219 -2.628
C 4.229 2.238 -3.649
Cl 5.639 1.659 -4.441
C 3.813 3.548 -3.863
Cl 4.688 4.579 -4.915
C 2.668 4.000 -3.219
Cl 2.131 5.610 -3.486
Cl 4.942 -3.141 0.174
C 4.154 -1.750 0.809
C 4.491 -1.225 2.040
C 3.776 -0.124 2.476
C 2.792 0.420 1.672
N 2.489 -0.066 0.461
C 3.153 -1.157 0.062
H 5.273 -1.675 2.637
H 3.975 0.326 3.438
H 2.237 1.267 2.022
H 2.863 -1.605 -0.874
F -0.272 1.854 -3.743
C 0.075 0.568 -3.939
C 0.650 -0.171 -2.917
C 1.012 -1.449 -3.287
F 1.529 -2.288 -2.352
C 0.842 -1.982 -4.551
F 1.215 -3.232 -4.812
C 0.255 -1.207 -5.531
F 0.065 -1.690 -6.749
C -0.134 0.085 -5.217
F -0.690 0.853 -6.150
*
```



Record 5
Here is a molecular structure, C45H34GeI2N3O5SV from the OMol25 dataset. Energies are from wB97M-V/def2-TZVPD.

Computed properties:
lowest unoccupied orbital energy (spin up / spin down) = -4.47 / -3.81 eV
frontier orbital gap (spin up / spin down) = 6.2 / 6.9 eV
strongest force on any atom = 0.3 eV Å⁻¹
relative energy (zero: lowest compared OMol25 entry of this formula, charge and spin) = 8.6 kcal/mol

ORCA input file:
```
! wB97M-V def2-TZVPD RIJCOSX def2/J DEFGRID3
* xyz 1 2
V 0.334 -0.314 0.127
O 1.669 0.483 -1.987
S 2.873 0.258 -1.220
O 3.781 -0.780 -1.606
N 2.206 -0.059 0.250
C 2.812 -0.007 1.507
C 4.147 0.054 1.800
C 4.557 0.124 3.152
C 3.654 0.129 4.176
C 2.267 0.063 3.896
C 1.248 0.068 4.873
C -0.065 0.004 4.492
C -0.379 -0.067 3.126
N 0.548 -0.059 2.194
C 1.863 -0.002 2.556
C 3.761 1.754 -1.012
C 5.091 1.811 -1.397
C 5.778 3.006 -1.234
C 5.134 4.106 -0.685
C 3.799 4.029 -0.303
C 3.098 2.848 -0.471
H 4.887 0.040 1.011
H 5.616 0.171 3.368
H 3.983 0.183 5.206
H 1.517 0.120 5.922
H -0.865 0.002 5.217
H -1.408 -0.136 2.793
H 5.573 0.936 -1.814
H 6.815 3.075 -1.534
H 5.675 5.035 -0.556
H 3.305 4.893 0.121
H 2.052 2.779 -0.196
I -0.376 4.725 0.272
C -1.763 3.196 0.176
C -3.149 3.501 0.178
C -4.107 2.529 0.118
I -6.111 3.080 0.120
C -3.727 1.157 0.065
C -4.587 0.039 0.026
C -4.061 -1.226 0.003
C -2.670 -1.404 0.022
N -1.842 -0.380 0.053
C -2.354 0.878 0.065
C -1.372 1.891 0.096
O -0.106 1.451 0.058
H -3.442 4.541 0.227
H -5.659 0.192 0.018
H -4.703 -2.095 -0.023
H -2.228 -2.393 0.019
O 0.323 -1.776 -1.269
C 0.640 -2.601 -0.356
O 0.332 -2.195 0.823
C 1.423 -3.844 -0.570
C 1.919 -4.059 -1.996
Ge 0.547 -4.411 -3.378
C 0.038 -2.814 -4.362
C 0.857 -1.688 -4.400
C 0.498 -0.570 -5.140
C -0.689 -0.566 -5.861
C -1.514 -1.682 -5.838
C -1.150 -2.797 -5.095
C -1.003 -5.136 -2.431
C -2.121 -4.345 -2.165
C -3.182 -4.839 -1.415
C -3.136 -6.130 -0.908
C -2.030 -6.929 -1.163
C -0.976 -6.435 -1.920
C 1.282 -5.769 -4.559
C 0.467 -6.711 -5.185
C 1.002 -7.648 -6.059
C 2.364 -7.651 -6.324
C 3.189 -6.716 -5.713
C 2.649 -5.783 -4.839
H 0.796 -4.669 -0.216
H 2.251 -3.783 0.144
H 2.532 -4.963 -1.989
H 2.580 -3.242 -2.292
H 1.779 -1.661 -3.829
H 1.142 0.301 -5.146
H -0.968 0.304 -6.442
H -2.438 -1.688 -6.402
H -1.805 -3.663 -5.090
H -2.174 -3.341 -2.578
H -4.059 -4.226 -1.240
H -3.965 -6.518 -0.329
H -1.991 -7.941 -0.779
H -0.124 -7.077 -2.120
H -0.601 -6.722 -4.990
H 0.354 -8.374 -6.535
H 2.782 -8.380 -7.006
H 4.252 -6.713 -5.920
H 3.311 -5.058 -4.374
*
```



Which of these has the highest relative energy (zero: lowest compared OMol25 entry of this formula, charge and spin)? C45H30CoGeN8